one:
Formula: C2H6NP
Source: the Open Molecules 2025 dataset
Level of theory: ωB97M-V/def2-TZVPD

Output
highest occupied orbital energy: -9.256 eV
SMILES string: C/C=N/P

Positions of all 10 atoms, in Å:
P: 2.540 -0.013 0.128
N: 0.941 0.582 0.369
C: -1.386 0.460 0.211
C: -0.120 -0.091 0.056
H: -1.220 1.527 0.198
H: -1.921 0.230 -0.742
H: -0.163 -1.113 -0.252
H: 2.791 1.092 -0.603
H: -1.958 0.139 1.103
H: 2.501 -0.554 -1.180

two:
Formula: C2H6NP
Source: the Open Molecules 2025 dataset
Level of theory: ωB97M-V/def2-TZVPD

Output
highest occupied orbital energy (alpha / beta): -7.531 / -7.532 eV
SMILES string: [H]/N=C\[PH2]=C

Positions of all 10 atoms, in Å:
P: 0.410 -0.032 -0.054
N: -2.441 -0.128 -0.349
C: 2.144 -0.163 -0.025
C: -1.635 -0.310 0.520
H: 2.576 -1.108 -0.051
H: -1.857 -0.351 1.507
H: 0.365 1.347 0.168
H: 2.573 0.347 0.955
H: -2.266 0.215 -1.266
H: 0.130 0.183 -1.405

three:
Formula: C2H6NP
Source: the Open Molecules 2025 dataset
Level of theory: ωB97M-V/def2-TZVPD

Output
highest occupied orbital energy: -9.134 eV

Positions of all 10 atoms, in Å:
P: 0.251 -0.017 -0.999
N: -1.284 -0.113 -0.137
C: -0.399 -1.337 0.068
C: 1.025 1.251 0.139
H: 0.689 2.316 0.039
H: 2.044 1.187 -0.015
H: -0.121 -1.478 1.094
H: -0.605 -2.322 -0.441
H: -2.519 -0.565 -1.000
H: 0.920 1.079 1.250

Which of them is the least stable? Correct choice: two.